Entry 1:
C34H35BClI2N8O3Re | wB97M-V/def2-TZVPD

XYZ file:
```
85
C34H35BClI2N8O3Re, DFT wB97M-V/def2-TZVPD
Re -0.256 0.434 -0.066
C -3.353 1.776 -1.330
C -2.855 0.487 -1.882
C -3.442 -0.327 -2.845
C -2.584 -1.402 -3.017
C -2.706 -2.568 -3.937
N -1.542 -1.231 -2.189
N -1.702 -0.072 -1.491
B -0.247 -2.041 -2.036
N -0.121 -2.529 -0.578
N -0.253 -1.611 0.423
C -0.324 -2.294 1.583
C -0.592 -1.669 2.907
C -0.208 -3.652 1.312
C -0.087 -3.762 -0.067
C 0.057 -4.984 -0.908
N 0.956 -1.115 -2.315
N 1.088 0.069 -1.639
C 2.103 0.739 -2.224
C 2.597 2.078 -1.807
C 2.608 -0.019 -3.267
C 1.857 -1.184 -3.297
C 1.974 -2.350 -4.217
H -4.210 2.117 -1.906
H -2.576 2.541 -1.364
H -3.660 1.660 -0.290
H -4.374 -0.156 -3.355
H -3.664 -2.528 -4.450
H -2.647 -3.510 -3.393
H -1.916 -2.563 -4.688
H -0.242 -2.967 -2.782
H -1.667 -1.531 3.035
H -0.135 -0.692 3.028
H -0.244 -2.328 3.701
H -0.230 -4.457 2.026
H 0.321 -5.834 -0.282
H 0.827 -4.853 -1.667
H -0.877 -5.220 -1.420
H 1.793 2.810 -1.790
H 3.348 2.412 -2.521
H 3.064 2.042 -0.821
H 3.424 0.244 -3.917
H 2.843 -2.224 -4.858
H 1.092 -2.444 -4.851
H 2.084 -3.281 -3.662
Cl 3.098 5.569 3.116
C 2.105 4.632 2.058
C 1.305 5.258 1.147
C 0.495 4.514 0.260
I -0.667 5.487 -1.153
C 0.488 3.144 0.318
O -0.218 2.361 -0.504
C 1.316 2.499 1.269
N 1.254 1.133 1.265
C 2.027 0.459 2.092
C 2.886 1.096 2.996
C 2.940 2.463 3.034
C 2.142 3.214 2.145
H 1.295 6.337 1.098
H 1.966 -0.618 2.043
H 3.491 0.494 3.658
H 3.592 2.976 3.727
C 4.147 -4.338 1.608
C 4.563 -3.652 0.306
C 3.808 -2.421 0.080
N 3.196 -1.462 -0.073
H 4.688 -5.275 1.720
H 3.079 -4.553 1.611
H 4.372 -3.709 2.468
H 4.399 -4.306 -0.552
H 5.624 -3.398 0.314
I -7.012 5.057 2.463
C -5.285 3.893 2.419
C -5.198 2.759 3.214
C -4.046 1.986 3.184
C -2.995 2.342 2.352
C -3.087 3.478 1.558
C -4.230 4.259 1.594
C -1.742 1.528 2.318
O -0.886 1.572 3.163
O -1.670 0.721 1.241
H -6.019 2.480 3.859
H -3.972 1.109 3.815
H -2.269 3.755 0.905
H -4.299 5.148 0.981
```

Net charge: +1
LUMO (alpha / beta) (Ha): -0.1552 / -0.1448
⟨S²⟩: 0.76
2S+1: 2

Atom charges from the Löwdin analysis, given in e for atoms 1 to 8:
1 Re 1.742
2 C -0.006
3 C -0.277
4 C 0.043
5 C -0.245
6 C -0.005
7 N 0.045
8 N -0.052

Entry 2:
C34H35BrFN3O2Ru | wB97M-V/def2-TZVPD

XYZ file:
```
77
C34H35BrFN3O2Ru, DFT wB97M-V/def2-TZVPD
Ru -0.056 0.434 0.070
O 0.592 -1.892 -3.495
C 1.621 -1.244 -3.992
C 1.813 -1.399 -5.391
C 2.862 -0.666 -5.928
C 3.453 0.385 -5.247
C 3.241 0.452 -3.867
C 2.348 -0.366 -3.232
C 2.024 -0.123 -1.776
O 0.684 -0.418 -1.544
N 2.342 1.204 -1.335
N 1.685 1.512 -0.135
C 2.028 2.469 0.710
C 1.109 2.909 1.717
Br -0.490 1.857 1.906
C 1.213 4.024 2.533
C 2.303 4.926 2.730
C 1.894 6.249 3.144
C 2.825 7.259 3.385
C 4.165 7.010 3.184
C 4.612 5.690 2.743
C 3.694 4.664 2.559
H 0.407 -1.496 -2.566
H 1.169 -2.025 -6.077
H 3.293 -0.893 -6.926
H 4.112 1.140 -5.718
H 3.719 1.275 -3.321
H 2.648 -0.923 -1.195
H 3.321 1.479 -1.347
H 3.062 2.895 0.644
H 0.321 4.297 3.124
H 0.798 6.524 3.299
H 2.460 8.195 3.767
H 4.944 7.758 3.453
H 5.687 5.508 2.594
H 3.993 3.676 2.072
C -4.569 -2.004 -1.160
C -3.314 -1.741 -1.975
C -2.895 -0.295 -2.374
C -2.138 -2.588 -1.487
C -1.746 -3.701 -2.165
C -1.062 -4.741 -1.612
C -0.505 -4.538 -0.366
C -0.606 -3.318 0.314
C 0.269 -3.196 1.656
C -0.331 -4.131 2.717
C 0.505 -1.826 2.170
C -1.362 -2.292 -0.286
N -1.409 -0.995 0.224
C -2.536 -0.717 1.052
C -3.002 -1.670 1.951
C -3.811 -1.297 3.028
C -4.139 0.035 3.284
C -3.857 0.957 2.264
C -3.114 0.554 1.125
F -2.903 1.507 0.167
H -4.553 -1.555 -0.173
H -4.672 -3.097 -1.048
H -5.482 -1.572 -1.645
H -3.537 -2.284 -2.948
H -3.800 0.222 -2.711
H -2.209 -0.412 -3.169
H -2.454 0.251 -1.566
H -2.101 -3.823 -3.234
H -0.961 -5.701 -2.104
H 0.225 -5.228 0.026
H 1.321 -3.585 1.307
H -1.229 -3.664 3.170
H 0.359 -4.186 3.591
H -0.552 -5.148 2.407
H -0.345 -1.313 2.590
H 0.865 -1.131 1.322
H 1.311 -1.806 2.960
H -2.718 -2.697 1.763
H -4.186 -2.034 3.719
H -4.559 0.406 4.212
H -4.099 2.008 2.461
```

Net charge: +2
LUMO (alpha / beta) (Ha): -0.2261 / -0.3272
⟨S²⟩: 6.05
2S+1: 5

Atom charges from the Löwdin analysis, given in e for atoms 1 to 8:
1 Ru 1.095
2 O 0.183
3 C -0.214
4 C 0.095
5 C -0.025
6 C 0.031
7 C 0.026
8 C -0.065

Entry 3:
C34H35InN3S2 | wB97M-V/def2-TZVPD

XYZ file:
```
75
C34H35InN3S2, DFT wB97M-V/def2-TZVPD
In 0.313 0.542 0.297
C -1.990 -0.457 1.597
C -1.915 0.851 0.915
C -2.566 0.598 -0.408
C -2.934 -0.724 -0.424
C -2.628 -1.370 0.814
C -3.007 -2.798 1.143
C -4.539 -2.906 1.146
C -2.445 -3.769 0.097
C -2.475 -3.197 2.520
C -2.917 1.534 -1.568
C -4.124 2.423 -1.214
C -1.737 2.405 -2.027
C -3.344 0.718 -2.800
C -2.106 2.076 1.838
C -1.366 1.889 3.175
C -3.605 2.196 2.170
C -1.605 3.399 1.251
H -1.646 -0.619 2.606
H -3.413 -1.231 -1.249
H -4.944 -2.708 0.151
H -4.971 -2.180 1.838
H -4.848 -3.910 1.450
H -2.787 -3.510 -0.908
H -2.766 -4.791 0.319
H -1.358 -3.741 0.100
H -2.875 -2.542 3.298
H -1.385 -3.136 2.539
H -2.766 -4.224 2.751
H -3.872 3.201 -0.495
H -4.930 1.816 -0.799
H -4.499 2.918 -2.114
H -1.209 2.865 -1.197
H -2.094 3.198 -2.690
H -1.019 1.798 -2.577
H -4.290 0.199 -2.632
H -2.581 -0.012 -3.071
H -3.480 1.398 -3.644
H -1.833 1.124 3.793
H -1.396 2.824 3.738
H -0.319 1.623 3.025
H -3.964 1.263 2.609
H -4.199 2.401 1.280
H -3.768 3.003 2.889
H -0.535 3.335 1.029
H -1.747 4.204 1.976
H -2.133 3.679 0.344
S 1.172 -1.799 0.213
C 2.657 -1.580 1.106
C 3.535 -2.669 1.080
C 4.732 -2.681 1.779
C 5.582 -3.824 1.715
N 6.254 -4.756 1.648
C 5.084 -1.555 2.545
C 4.229 -0.464 2.564
C 3.025 -0.438 1.858
S 2.091 1.033 2.011
C 6.293 -1.531 3.301
N 7.261 -1.498 3.922
H 3.256 -3.534 0.493
H 4.504 0.404 3.149
N 8.254 0.708 -5.508
C 7.237 0.754 -4.972
C 5.983 0.833 -4.295
C 5.256 2.025 -4.334
C 4.062 2.133 -3.651
C 3.569 1.052 -2.913
C 4.292 -0.148 -2.897
C 5.488 -0.257 -3.576
C 2.368 1.149 -2.151
C 1.346 1.236 -1.500
H 5.642 2.860 -4.904
H 3.499 3.056 -3.676
H 3.898 -0.984 -2.333
H 6.048 -1.183 -3.556
```

Net charge: -1
LUMO (Ha): 0.0759

Atom charges from the Löwdin analysis, given in e for atoms 1 to 8:
1 In 0.503
2 C -0.097
3 C -0.276
4 C -0.160
5 C -0.010
6 C -0.210
7 C -0.559
8 C -0.051

Entry 4:
C34H35N9OSSeSm | wB97M-V/def2-TZVPD

XYZ file:
```
82
C34H35N9OSSeSm, DFT wB97M-V/def2-TZVPD
Sm -0.299 0.228 0.182
O -0.558 2.626 0.991
C 0.535 3.137 1.799
C 1.121 2.038 2.642
C 1.967 2.370 3.687
C 2.514 1.356 4.452
C 2.195 0.035 4.157
C 1.348 -0.212 3.101
N 0.826 0.769 2.339
H -1.061 3.383 0.664
H 0.153 3.928 2.443
H 1.296 3.558 1.139
H 2.178 3.410 3.905
H 3.172 1.591 5.279
H 2.587 -0.785 4.741
H 1.058 -1.224 2.846
Se -3.414 -5.140 -4.918
N -1.756 -4.826 -4.364
C -1.817 -3.755 -3.612
C -0.645 -3.152 -2.975
C 0.642 -3.663 -3.168
C 1.709 -3.058 -2.546
C 1.458 -1.969 -1.722
N 0.237 -1.478 -1.512
C -0.815 -2.046 -2.152
C -2.144 -1.418 -1.998
N -2.232 -0.269 -1.284
C -3.410 0.348 -1.198
C -4.569 -0.142 -1.784
C -4.492 -1.323 -2.487
C -3.261 -1.975 -2.608
C -3.109 -3.188 -3.412
N -4.113 -3.791 -3.999
H 0.773 -4.522 -3.815
H 2.721 -3.411 -2.680
H 2.277 -1.476 -1.214
H -3.437 1.278 -0.641
H -5.496 0.406 -1.692
H -5.360 -1.752 -2.972
S 5.745 2.837 -2.153
C 4.167 2.300 -1.694
C 4.082 1.326 -0.679
C 2.848 0.886 -0.281
N 1.686 1.326 -0.806
C 1.773 2.255 -1.774
C 2.962 2.762 -2.240
C 5.390 4.082 -3.366
C 5.284 3.737 -4.704
C 5.020 4.754 -5.613
N 4.867 6.031 -5.266
C 4.996 6.343 -3.977
C 5.261 5.408 -2.984
H 4.974 0.928 -0.213
H 2.779 0.141 0.508
H 0.839 2.604 -2.202
H 2.953 3.507 -3.023
H 5.415 2.715 -5.035
H 4.933 4.528 -6.669
H 4.890 7.390 -3.723
H 5.375 5.712 -1.952
C -4.241 -1.975 5.022
C -4.421 -2.088 3.519
N -3.141 -2.291 2.803
C -2.579 -3.652 2.841
C -1.427 -3.821 3.823
C -2.483 -1.307 2.217
C -3.069 0.079 2.257
N -1.329 -1.458 1.575
H -5.195 -1.728 5.486
H -3.523 -1.195 5.283
H -3.897 -2.914 5.456
H -4.925 -1.218 3.110
H -5.047 -2.945 3.269
H -2.294 -3.940 1.825
H -3.404 -4.308 3.111
H -0.676 -3.037 3.712
H -0.942 -4.783 3.663
H -1.782 -3.794 4.852
H -3.317 0.386 3.272
H -3.974 0.145 1.655
H -2.345 0.807 1.886
H -1.005 -2.420 1.595
```

Net charge: +3
LUMO (alpha / beta) (Ha): -0.3298 / -0.3042
⟨S²⟩: 8.76
2S+1: 6

Atom charges from the Löwdin analysis, given in e for atoms 1 to 8:
1 Sm 1.851
2 O -0.181
3 C -0.124
4 C -0.257
5 C 0.024
6 C 0.011
7 C -0.009
8 C -0.123

Entry 5:
C34H36AsBrCrN2O | wB97M-V/def2-TZVPD

XYZ file:
```
76
C34H36AsBrCrN2O, DFT wB97M-V/def2-TZVPD
Cr 1.764 0.543 2.230
C 2.575 0.987 4.342
C 1.416 0.170 4.405
C 0.320 0.919 3.902
C 0.818 2.156 3.455
C 2.214 2.197 3.731
H 3.535 0.756 4.769
H 1.347 -0.790 4.893
H -0.716 0.624 3.925
H 0.228 2.976 3.076
H 2.851 3.060 3.609
O 3.914 -4.875 -0.566
C 3.479 -3.751 -0.002
C 2.548 -2.889 -0.580
C 2.169 -1.762 0.107
N 2.641 -1.409 1.317
C 3.531 -2.256 1.853
Br 4.216 -1.861 3.562
C 3.977 -3.411 1.255
H 3.514 -5.021 -1.430
H 2.113 -3.098 -1.549
H 1.427 -1.094 -0.309
H 4.692 -4.056 1.745
C -2.255 3.671 -4.597
C -2.019 2.907 -3.325
C -2.713 3.213 -2.160
C -2.517 2.500 -0.986
C -3.314 2.896 0.235
C -1.599 1.436 -0.965
As -1.330 0.540 0.784
N 0.559 0.571 0.717
C 1.254 1.699 0.332
C 2.653 1.576 0.104
C 3.414 2.693 -0.254
C 2.832 3.929 -0.416
C 1.459 4.068 -0.191
C 0.697 2.998 0.205
C -1.705 -1.363 0.291
C -1.111 -2.445 0.959
C -0.477 -2.304 2.315
C -1.242 -3.732 0.450
C -2.030 -4.001 -0.658
C -2.171 -5.393 -1.209
C -2.765 -2.950 -1.188
C -2.642 -1.647 -0.721
C -3.588 -0.617 -1.289
C -0.889 1.119 -2.128
C 0.130 0.009 -2.195
C -1.111 1.859 -3.284
H -2.979 4.470 -4.447
H -2.638 3.010 -5.377
H -1.326 4.108 -4.965
H -3.430 4.026 -2.167
H -3.992 3.714 -0.002
H -2.667 3.225 1.052
H -3.903 2.059 0.614
H 3.115 0.599 0.033
H 4.471 2.567 -0.454
H 3.425 4.777 -0.728
H 0.983 5.031 -0.329
H -0.354 3.140 0.396
H 0.019 -1.352 2.430
H 0.234 -3.108 2.507
H -1.256 -2.360 3.081
H -0.755 -4.553 0.967
H -1.371 -6.042 -0.858
H -2.164 -5.382 -2.298
H -3.121 -5.828 -0.889
H -3.473 -3.148 -1.986
H -4.544 -1.094 -1.503
H -3.221 -0.179 -2.217
H -3.769 0.188 -0.579
H -0.041 -0.740 -1.426
H 1.140 0.413 -2.075
H 0.085 -0.487 -3.166
H -0.560 1.602 -4.182
```

Net charge: +1
LUMO (alpha / beta) (Ha): -0.1365 / -0.1087
⟨S²⟩: 3.87
2S+1: 4

Atom charges from the Löwdin analysis, given in e for atoms 1 to 8:
1 Cr 0.724
2 C -0.169
3 C -0.163
4 C -0.155
5 C -0.136
6 C -0.105
7 H 0.095
8 H 0.122

Entry 6:
C34H36Cl2N4O4PS2Tm | wB97M-V/def2-TZVPD

XYZ file:
```
84
C34H36Cl2N4O4PS2Tm, DFT wB97M-V/def2-TZVPD
Tm -0.752 1.514 -0.923
Cl -1.634 2.868 2.989
C -0.481 1.921 3.840
C -0.804 1.436 5.084
C 0.066 0.589 5.746
C 1.335 0.307 5.191
C 1.655 0.794 3.915
Cl 3.219 0.711 3.232
C 0.700 1.616 3.166
S 1.121 2.249 1.680
H -1.812 1.657 5.395
H -0.167 0.153 6.716
H 2.031 -0.328 5.791
O -2.138 -0.967 -1.354
C -1.625 -1.103 -0.185
O -1.017 -0.097 0.476
C -1.743 -2.378 0.593
P -0.063 -3.006 0.871
C 0.114 -4.524 -0.158
C 0.177 -5.845 0.343
C 0.908 -6.837 -0.288
C 1.361 -6.647 -1.612
C 1.200 -5.408 -2.245
C 0.559 -4.389 -1.527
C -0.064 -3.588 2.605
C 1.141 -3.265 3.311
C 1.277 -3.607 4.645
C 0.212 -4.070 5.334
C -0.968 -4.368 4.694
C -1.126 -4.156 3.333
H -2.408 -3.176 0.091
H -2.215 -2.208 1.557
H -0.200 -6.032 1.375
H 0.979 -7.745 0.311
H 1.812 -7.465 -2.046
H 1.553 -5.181 -3.240
H 0.586 -3.388 -1.991
H 1.978 -2.765 2.826
H 2.144 -3.270 5.203
H 0.243 -4.139 6.434
H -1.765 -4.754 5.295
H -2.029 -4.512 2.841
S 1.605 1.843 -2.148
C 3.211 1.487 -1.655
C 3.680 0.123 -1.525
C 4.943 -0.127 -0.983
C 5.803 0.909 -0.637
C 5.415 2.241 -0.830
C 4.105 2.514 -1.324
H 2.857 -0.575 -1.655
H 5.307 -1.161 -0.943
H 6.800 0.650 -0.292
H 5.972 3.167 -0.681
H 3.719 3.532 -1.172
C -0.954 7.421 -0.530
N -1.217 5.979 -0.748
C -2.504 5.300 -0.465
C -2.014 3.852 -0.687
O -2.693 2.829 -0.409
N -0.734 3.829 -1.130
C -0.320 5.104 -1.159
N 0.937 5.455 -1.499
H -0.303 7.483 0.361
H -1.949 7.928 -0.462
H -0.396 7.817 -1.391
H -3.199 5.522 -1.246
H -2.818 5.443 0.596
H 1.512 4.673 -1.869
H 1.252 6.409 -1.569
C -3.607 -0.020 -5.419
N -3.164 0.540 -4.149
C -4.255 0.843 -3.162
C -1.850 0.621 -3.801
C -0.862 -0.276 -4.355
O -1.501 1.476 -2.869
H -2.772 -0.007 -6.100
H -4.387 0.669 -5.762
H -3.979 -1.056 -5.397
H -5.163 0.438 -3.599
H -4.241 1.875 -2.887
H -3.987 0.333 -2.244
H -1.156 -1.322 -4.230
H 0.156 -0.216 -3.891
H -0.606 -0.138 -5.403
```

LUMO (Ha): -0.0054
⟨S²⟩: 2.00
2S+1: 3

Atom charges from the Löwdin analysis, given in e for atoms 1 to 8:
1 Tm 1.196
2 Cl 0.648
3 C -0.722
4 C -0.145
5 C -0.113
6 C -0.125
7 C -0.698
8 Cl 0.638